A 2-piece molecular cluster, C23H25N5O4S overall at a distorted geometry. Source: the OMol25 dataset; level of theory: ωB97M-V/def2-TZVPD.

Properties
- ΔE to the lowest compared entry with this formula, charge and spin: 20.8 kcal/mol
- SMILES: CNC(=O)[C@H](Cc1c[nH]c2ccccc12)NC(C)=O.NS(=O)(=O)c1cccc2cccnc12
- Multiplicity: 1
- HOMO energy: -7.81 eV
- HOMO-LUMO gap: 6.760 eV

Structure (XYZ):
```
58
Properties=species:S:1:pos:R:3:forces:R:3:nbo_charge:R:1
C 1.029 -4.569 -3.039 -0.233 0.164 0.601 -0.4107
N 1.354 -3.530 -2.064 0.883 0.451 -0.587 -0.6142
C 0.572 -3.169 -1.040 -1.186 -0.197 -0.127 0.6613
O -0.523 -3.695 -0.853 0.272 0.268 0.226 -0.6535
C 1.092 -2.061 -0.093 0.554 0.182 0.028 -0.1233
C -0.029 -1.354 0.681 -0.191 -0.303 0.304 -0.4266
C 0.445 -0.561 1.863 0.258 -0.461 0.496 -0.1321
C 0.825 0.738 1.867 0.082 -0.193 0.089 -0.0280
N 1.242 1.097 3.134 0.363 1.143 0.219 -0.5308
C 1.148 0.042 4.015 -0.412 -0.767 -0.844 0.1153
C 1.444 -0.102 5.378 -0.179 -0.528 0.024 -0.2478
C 1.219 -1.344 5.998 -0.057 0.623 -1.025 -0.2156
C 0.707 -2.421 5.251 -0.046 0.563 -0.969 -0.2311
C 0.423 -2.266 3.880 0.197 0.232 0.516 -0.2183
C 0.637 -1.033 3.229 0.041 -0.507 0.740 -0.0222
N 1.920 -1.023 -0.732 -1.149 0.100 0.269 -0.6272
C 3.177 -1.160 -1.148 0.905 -0.046 -0.280 0.6829
C 3.875 0.092 -1.623 -0.056 -0.019 0.200 -0.7003
O 3.756 -2.237 -1.180 0.096 -0.561 0.060 -0.6707
H 1.159 -5.551 -2.581 -0.082 -0.085 -0.140 0.1994
H -0.009 -4.468 -3.359 0.096 -0.030 0.062 0.2135
H 1.685 -4.488 -3.906 -0.008 0.109 0.176 0.2032
H 2.284 -3.124 -2.086 -0.006 -0.227 0.073 0.4264
H 1.715 -2.577 0.639 0.200 -0.116 0.025 0.2299
H -0.580 -0.712 -0.003 -0.090 0.084 -0.094 0.2251
H -0.727 -2.100 1.063 -0.006 -0.155 -0.340 0.2483
H 0.805 1.391 1.003 0.116 0.287 0.363 0.2453
H 1.583 2.019 3.364 -0.086 -0.240 -0.007 0.4085
H 1.841 0.729 5.941 0.046 0.098 0.106 0.2115
H 1.442 -1.475 7.048 0.017 0.071 -0.014 0.2135
H 0.538 -3.375 5.730 -0.014 -0.003 -0.037 0.2118
H 0.037 -3.100 3.312 -0.049 -0.169 -0.010 0.2127
H 1.530 -0.087 -0.758 -0.030 -0.189 -0.045 0.4350
H 4.905 -0.150 -1.882 -0.147 -0.039 0.027 0.2385
H 3.863 0.834 -0.826 -0.025 0.190 -0.110 0.2310
H 3.359 0.489 -2.494 -0.011 0.193 -0.018 0.2240
N 0.014 1.313 -3.697 -1.332 0.294 -0.203 -1.0499
S 0.140 2.392 -2.449 3.538 -0.685 -1.324 2.2487
O 0.859 1.602 -1.446 -1.526 1.448 0.529 -0.9601
O 0.950 3.458 -3.040 -1.798 -0.223 1.008 -0.9232
C -1.585 2.844 -2.190 0.326 1.037 -1.355 -0.2542
C -2.198 3.628 -3.177 1.126 -0.585 0.397 -0.1564
C -3.530 4.019 -3.045 -0.885 -0.173 0.787 -0.2286
C -4.263 3.630 -1.925 0.590 0.619 -1.427 -0.1461
C -3.658 2.847 -0.934 -0.415 0.373 -0.417 -0.0441
C -4.385 2.453 0.189 0.515 -0.992 1.435 -0.1318
C -3.743 1.678 1.147 -1.178 0.644 -0.384 -0.2580
C -2.410 1.324 0.959 0.641 0.667 -1.568 0.0728
N -1.711 1.705 -0.124 -0.084 -1.134 1.995 -0.4277
C -2.302 2.450 -1.064 -0.576 -0.352 0.977 0.1145
H -0.339 0.462 -3.283 -0.005 -0.495 -0.230 0.3871
H 0.960 1.190 -4.027 0.246 -0.117 -0.174 0.4012
H -1.632 3.934 -4.057 -0.040 -0.108 0.270 0.2504
H -3.995 4.628 -3.816 0.115 -0.115 0.116 0.2300
H -5.301 3.938 -1.830 0.141 -0.090 0.081 0.2211
H -5.425 2.743 0.321 0.172 0.005 -0.137 0.2213
H -4.264 1.344 2.038 0.020 0.043 -0.093 0.2277
H -1.927 0.720 1.720 0.347 0.015 -0.239 0.2206
```
Forces are in eV/Å.